Entry from the OMol25 dataset: a molecular structure, C40H60N11O3SeSr in a non-equilibrium geometry (ωB97M-V/def2-TZVPD).

For the HOMO energy, the calculation gives -4.15 eV. The value obtained for the HOMO-LUMO gap is 6.231 eV. The value obtained for the relative energy (zero: lowest compared OMol25 entry of this formula, charge and spin) is 11.0 kJ/mol. The value obtained for the LUMO energy is 2.1 eV. As for the strongest force on any atom: 2.710 eV/A.

Structure (ORCA input):
```
! wB97M-V def2-TZVPD RIJCOSX def2/J DEFGRID3
* xyz -1 1
Sr -0.355 -1.116 -0.989
C -2.959 0.073 3.890
N -1.592 -0.160 3.477
C -1.426 -1.339 2.638
C -0.597 0.731 3.733
N 0.332 1.002 2.880
C 1.593 1.340 3.323
C 2.132 0.593 4.366
C 3.408 0.830 4.872
C 4.162 1.853 4.363
C 3.667 2.643 3.302
C 4.476 3.696 2.804
C 4.039 4.475 1.768
C 2.804 4.208 1.173
C 1.972 3.176 1.609
N 0.896 2.856 0.817
C 0.114 3.692 0.234
N -0.353 3.455 -1.018
C -1.622 3.957 -1.501
C 0.251 2.426 -1.846
N -0.394 4.868 0.829
C -0.389 4.927 2.275
C -0.058 6.132 0.195
C 2.382 2.381 2.733
N -0.758 1.399 4.945
C 0.044 2.562 5.257
C -1.159 0.656 6.126
H -3.623 -0.036 3.028
H -3.059 1.077 4.297
H -3.284 -0.653 4.643
H -2.147 -2.078 2.988
H -0.424 -1.753 2.724
H -1.638 -1.137 1.585
H 1.542 -0.223 4.766
H 3.792 0.212 5.674
H 5.149 2.073 4.753
H 5.445 3.861 3.259
H 4.659 5.275 1.382
H 2.503 4.768 0.296
H -1.482 4.630 -2.353
H -2.135 4.493 -0.707
H -2.237 3.116 -1.831
H 0.429 2.816 -2.850
H -0.398 1.549 -1.912
H 1.193 2.117 -1.399
H -0.718 3.962 2.657
H -1.099 5.695 2.590
H 0.593 5.164 2.703
H 0.055 5.993 -0.878
H 0.878 6.544 0.593
H -0.855 6.859 0.374
H 0.343 3.066 4.344
H 0.950 2.298 5.814
H -0.554 3.249 5.864
H -1.455 -0.355 5.863
H -1.993 1.154 6.632
H -0.321 0.591 6.829
N -2.173 1.515 0.637
N -3.426 0.856 0.556
C -3.452 -0.469 0.040
O -4.507 -1.081 0.181
O -2.380 -0.864 -0.521
H -1.538 1.082 1.309
H -2.337 2.471 0.921
H -4.035 0.950 1.356
N 3.382 -1.526 0.355
C 2.918 -0.650 -0.539
N 3.836 0.218 -1.074
O 1.754 -0.669 -0.972
H 4.299 -1.421 0.752
H 2.731 -2.179 0.815
H 4.561 0.568 -0.466
H 3.422 0.926 -1.658
C 2.654 -9.099 -1.081
C 2.377 -7.774 -0.419
C 3.364 -7.094 0.277
C 3.109 -5.889 0.923
C 4.221 -5.180 1.639
C 1.810 -5.358 0.895
Se 1.395 -3.788 1.902
C 0.809 -6.009 0.154
C -0.577 -5.446 0.040
C 1.113 -7.205 -0.484
H 3.714 -9.347 -1.029
H 2.354 -9.080 -2.130
H 2.092 -9.897 -0.589
H 4.365 -7.513 0.329
H 5.127 -5.790 1.660
H 3.922 -4.941 2.660
H 4.448 -4.233 1.142
H -0.542 -4.377 -0.173
H -1.115 -5.564 0.982
H -1.134 -5.946 -0.753
H 0.332 -7.715 -1.043
C -4.863 -1.945 -3.822
N -3.505 -1.962 -4.342
C -2.826 -3.178 -3.928
C -2.789 -0.768 -3.874
C -1.375 -0.691 -4.401
C -1.224 -0.443 -5.768
C 0.032 -0.365 -6.345
C 1.150 -0.538 -5.542
C 0.995 -0.784 -4.181
C -0.260 -0.873 -3.559
H -5.391 -2.837 -4.162
H -5.383 -1.066 -4.210
H -4.892 -1.913 -2.721
H -3.381 -4.039 -4.305
H -2.746 -3.262 -2.829
H -1.822 -3.195 -4.351
H -2.765 -0.752 -2.779
H -3.362 0.101 -4.217
H -2.112 -0.317 -6.382
H 0.140 -0.170 -7.406
H 2.145 -0.493 -5.976
H 1.897 -0.914 -3.587
*
```


Entry from the OMol25 dataset: a molecular structure, C33H32I2N4O3S4Zr in a non-equilibrium geometry (ωB97M-V/def2-TZVPD).

For the HOMO energy, the calculation gives -12.13 eV. The value obtained for the HOMO-LUMO gap is 5.062 eV. The value obtained for the relative energy (zero: lowest compared OMol25 entry of this formula, charge and spin) is 382.6 kJ/mol. The value obtained for the LUMO energy is -7.1 eV. As for the strongest force on any atom: 1.715 eV/A.

Structure (ORCA input):
```
! wB97M-V def2-TZVPD RIJCOSX def2/J DEFGRID3
* xyz 2 1
Zr -0.168 0.124 -0.127
C 3.280 -0.994 -1.434
C 3.253 -1.306 0.051
S 1.654 -2.071 0.409
C 1.812 -2.389 2.180
C 0.482 -2.902 2.710
S -0.947 -1.861 2.317
C -0.706 -0.463 3.463
C -0.623 2.289 3.137
S 0.644 2.628 -0.299
C 2.428 2.487 -0.604
C 2.715 1.773 -1.911
S 1.964 0.129 -1.997
H 3.144 -1.906 -2.016
H 4.233 -0.552 -1.721
H 3.372 -0.403 0.651
H 4.051 -2.007 0.299
H 2.132 -1.486 2.696
H 2.569 -3.163 2.317
H 0.522 -3.028 3.791
H 0.240 -3.871 2.270
H 0.239 -0.593 3.980
H -1.518 -0.466 4.180
H 0.283 2.793 2.813
H -1.464 2.871 2.771
H 2.936 1.997 0.232
H 2.810 3.507 -0.665
H 3.783 1.666 -2.109
H 2.272 2.328 -2.738
C 0.725 8.307 8.293
O -0.171 7.791 7.286
C -0.671 6.589 7.390
C -0.484 5.745 8.509
C -1.013 4.489 8.469
C -1.677 4.015 7.302
C -1.964 4.920 6.235
C -1.472 6.179 6.283
N -1.921 2.705 7.307
N -2.384 2.114 6.291
C -1.980 1.950 5.081
C -3.067 1.459 4.151
C -3.092 1.063 2.855
C -1.966 0.774 1.923
O -2.177 0.368 0.768
C -0.616 0.847 2.558
N 0.657 0.662 1.890
C 1.652 0.940 2.755
C 1.654 1.300 4.112
C 0.583 1.607 5.030
C -0.621 2.077 4.589
H 1.189 9.175 7.839
H 1.480 7.566 8.544
H 0.153 8.602 9.171
H 0.044 6.091 9.383
H -0.913 3.808 9.303
H -2.600 4.609 5.417
H -1.666 6.905 5.508
H -4.023 1.425 4.662
H -4.058 0.817 2.432
H 2.643 0.802 2.335
H 2.641 1.250 4.554
H 0.762 1.406 6.082
I 0.165 -3.879 -3.355
C -0.867 -2.108 -3.634
C -1.447 -1.826 -4.897
C -2.099 -0.649 -5.133
I -2.942 -0.324 -7.004
C -2.162 0.345 -4.110
C -2.791 1.598 -4.226
C -2.737 2.491 -3.185
C -2.021 2.155 -2.034
N -1.436 0.981 -1.878
C -1.543 0.061 -2.878
C -0.962 -1.204 -2.615
O -0.486 -1.406 -1.376
H -1.370 -2.571 -5.676
H -3.314 1.848 -5.139
H -3.220 3.455 -3.248
H -1.894 2.874 -1.235
*
```


Entry from the OMol25 dataset: 2 unconnected molecules or ions with the total composition C5H11NO2 in a non-equilibrium geometry (ωB97M-V/def2-TZVPD).

For the HOMO energy, the calculation gives -9.48 eV. The value obtained for the HOMO-LUMO gap is 10.185 eV. The value obtained for the relative energy (zero: lowest compared OMol25 entry of this formula, charge and spin) is 168.7 kJ/mol. The value obtained for the LUMO energy is 0.7 eV. As for the strongest force on any atom: 2.151 eV/A. The SMILES is O=C[C@@H]1CCCN1.O.

Structure (ORCA input):
```
! wB97M-V def2-TZVPD RIJCOSX def2/J DEFGRID3
* xyz 0 1
N 1.306 -0.971 -0.438
C 2.031 0.054 0.362
C 1.053 0.575 1.380
C -0.328 0.565 0.681
C -0.112 -0.530 -0.403
C -0.285 0.108 -1.805
O -1.324 0.570 -2.196
H 1.323 -1.906 -0.070
H 2.971 -0.350 0.724
H 2.277 0.766 -0.434
H 1.352 1.594 1.646
H 0.981 0.003 2.302
H -0.560 1.496 0.170
H -1.105 0.276 1.383
H -0.837 -1.339 -0.344
H 0.634 0.116 -2.419
H -2.673 -0.776 -0.659
H -3.244 0.232 0.347
O -3.460 -0.482 -0.225
*
```


Entry from the OMol25 dataset: 7 unconnected molecules or ions with the total composition C54H51IO2S in a non-equilibrium geometry (ωB97M-V/def2-TZVPD).

For the HOMO energy, the calculation gives -8.51 eV. The value obtained for the HOMO-LUMO gap is 6.770 eV. The value obtained for the LUMO energy is -1.7 eV. As for the strongest force on any atom: 8.396 eV/A. The SMILES is CCSCc1cc(C)cc2c1C(=O)c1cc(I)ccc1C2=O.c1ccccc1.c1ccccc1.c1ccccc1.c1ccccc1.c1ccccc1.c1ccccc1.

Structure (ORCA input):
```
! wB97M-V def2-TZVPD RIJCOSX def2/J DEFGRID3
* xyz 0 1
C -2.105 -3.977 -2.091
C -0.739 -4.920 -2.148
S 0.271 -4.707 -3.712
C 1.512 -3.274 -3.530
C 0.565 -1.931 -3.235
C -0.481 -1.414 -4.433
C -1.404 -0.086 -4.118
C -2.449 0.511 -5.274
C -1.352 0.770 -2.697
C -0.312 0.230 -1.549
C 0.643 -1.118 -1.810
C 1.677 -1.585 -0.581
O 1.846 -2.852 -0.185
C 2.464 -0.312 0.165
C 4.057 -0.407 0.559
C 4.728 0.941 1.288
I 6.860 1.019 1.880
C 3.817 2.277 1.562
C 2.210 2.344 1.136
C 1.507 1.034 0.429
C -0.088 0.984 -0.073
O -1.105 1.505 0.631
H -2.007 -2.975 -2.689
H -3.048 -4.554 -2.542
H -2.301 -3.684 -0.955
H -1.123 -6.032 -1.984
H -0.034 -4.621 -1.242
H 2.288 -3.486 -2.679
H 2.090 -3.040 -4.531
H -0.491 -2.021 -5.454
H -3.258 -0.269 -5.609
H -2.935 1.530 -4.887
H -1.738 0.841 -6.175
H -2.024 1.733 -2.485
H 4.706 -1.382 0.329
H 4.273 3.241 2.054
H 1.538 3.315 1.297
C -5.528 2.782 -8.589
C -4.970 3.130 -7.359
C -3.701 3.706 -7.306
C -2.993 3.943 -8.485
C -3.553 3.598 -9.715
C -4.818 3.013 -9.768
H -6.516 2.330 -8.630
H -5.525 2.952 -6.441
H -3.264 3.971 -6.348
H -2.006 4.396 -8.444
H -3.002 3.784 -10.634
H -5.251 2.740 -10.726
C 4.532 -6.005 3.523
C 4.132 -5.548 4.779
C 3.155 -4.558 4.883
C 2.572 -4.031 3.730
C 2.970 -4.490 2.475
C 3.953 -5.474 2.371
H 5.296 -6.774 3.443
H 4.582 -5.964 5.677
H 2.848 -4.198 5.861
H 1.807 -3.263 3.811
H 2.513 -4.080 1.577
H 4.266 -5.827 1.393
C -7.018 4.517 -12.479
C -8.301 4.607 -13.018
C -8.472 4.919 -14.366
C -7.358 5.130 -15.179
C -6.075 5.036 -14.641
C -5.904 4.734 -13.291
H -6.885 4.278 -11.427
H -9.169 4.436 -12.385
H -9.472 4.996 -14.784
H -7.491 5.368 -16.231
H -5.207 5.200 -15.276
H -4.904 4.666 -12.871
C -0.647 2.800 4.032
C -1.179 3.971 4.570
C -0.928 4.305 5.901
C -0.136 3.473 6.691
C 0.400 2.303 6.152
C 0.141 1.964 4.824
H -0.845 2.538 2.996
H -1.791 4.624 3.952
H -1.349 5.215 6.321
H 0.064 3.735 7.727
H 1.019 1.655 6.768
H 0.554 1.051 4.406
C 7.180 -7.724 8.511
C 7.234 -6.783 7.483
C 7.587 -7.177 6.193
C 7.878 -8.516 5.929
C 7.821 -9.458 6.956
C 7.476 -9.061 8.248
H 6.907 -7.415 9.517
H 7.000 -5.741 7.688
H 7.636 -6.443 5.394
H 8.149 -8.825 4.923
H 8.046 -10.501 6.750
H 7.437 -9.794 9.049
C -2.014 4.266 11.550
C -1.456 4.615 12.780
C -0.187 5.190 12.833
C 0.521 5.427 11.654
C -0.038 5.082 10.424
C -1.304 4.498 10.372
H -3.001 3.814 11.509
H -2.010 4.436 13.698
H 0.250 5.455 13.792
H 1.508 5.880 11.695
H 0.513 5.268 9.506
H -1.737 4.224 9.414
*
```


Entry from the OMol25 dataset: a molecular structure, C3H6ClNS in a non-equilibrium geometry (ωB97M-V/def2-TZVPD).

For the HOMO energy, the calculation gives -8.01 eV. The value obtained for the HOMO-LUMO gap is 8.651 eV. The value obtained for the relative energy (zero: lowest compared OMol25 entry of this formula, charge and spin) is 268.1 kJ/mol. The value obtained for the LUMO energy is 0.6 eV. As for the strongest force on any atom: 6.408 eV/A.

Structure (ORCA input):
```
! wB97M-V def2-TZVPD RIJCOSX def2/J DEFGRID3
* xyz 0 1
C 0.237 -1.128 -0.217
C 0.019 1.355 0.076
C 0.829 0.214 -0.481
N -1.192 -0.634 0.849
S -1.787 0.657 -0.117
Cl 2.398 0.194 0.256
H -0.345 -1.669 -1.038
H 0.824 -1.582 0.479
H -0.011 1.455 1.193
H 0.049 2.265 -0.455
H 0.920 0.287 -1.562
H -1.941 -1.414 1.018
*
```


Entry from the OMol25 dataset: a single C5H10O3 molecule in a non-equilibrium geometry (ωB97M-V/def2-TZVPD).

For the HOMO energy, the calculation gives -9.44 eV. The value obtained for the HOMO-LUMO gap is 10.195 eV. The value obtained for the relative energy (zero: lowest compared OMol25 entry of this formula, charge and spin) is 259.5 kJ/mol. The value obtained for the LUMO energy is 0.8 eV. As for the strongest force on any atom: 3.298 eV/A. The SMILES is CC(C)[C@]1(O)O[C@H]1O.

Structure (ORCA input):
```
! wB97M-V def2-TZVPD RIJCOSX def2/J DEFGRID3
* xyz 0 1
C 0.670 -1.802 -0.522
C -0.239 -0.656 -0.069
C 0.303 1.618 -0.845
C -0.395 1.105 1.567
C 0.437 0.637 0.355
O 0.112 -1.732 0.775
O 0.354 -2.805 -1.390
O -1.544 -0.512 -0.366
H 1.755 -1.719 -0.333
H -0.897 1.746 -1.076
H 0.759 1.077 -1.627
H 0.839 2.580 -0.531
H -1.425 1.107 1.437
H -0.066 2.102 1.850
H -0.193 0.404 2.327
H 1.445 0.375 0.615
H -0.280 -3.475 -0.956
H -1.635 -0.049 -1.211
*
```


What is the LUMO in the fourth record? -1.7 eV


What is the formula in the fifth record? C3H6ClNS